A) {"formula": "C4H10NOS", "method": "the ωB97M-V functional and the def2-TZVPD basis", "gap_ev": [7.40, 7.40], "total_charge": 1, "symbols": ["O", "H", "S", "H", "H", "C", "C", "H", "C", "H", "H", "C", "H", "H", "H", "H", "N"], "positions_angstrom": [[1.02, -1.18, -1.05], [-2.45, -1.77, 0.10], [0.83, -0.30, 0.05], [-1.63, -0.60, 1.42], [-0.14, 1.63, -1.15], [-2.01, -0.82, 0.37], [-0.49, 0.90, -0.42], [-2.59, 0.65, -1.14], [2.32, 0.68, 0.20], [2.81, 0.15, 0.95], [0.43, -1.84, 1.41], [-1.64, -0.04, -0.79], [-0.60, 1.38, 0.57], [-1.37, -0.65, -1.63], [2.91, 0.92, -0.64], [2.08, 1.75, 0.28], [0.52, -0.87, 1.47]], "mulliken_charge": [-0.62, 0.29, 1.12, 0.45, 0.48, -0.29, -0.84, 0.41, -1.05, 0.37, 0.33, -0.52, 0.42, 0.43, 0.42, 0.35, -0.74]}

B) {"formula": "C4H10NOS", "method": "the ωB97M-V functional and the def2-TZVPD basis", "gap_ev": [7.67, 7.44], "total_charge": 1, "symbols": ["C", "H", "H", "H", "H", "H", "H", "H", "H", "S", "C", "C", "C", "N", "H", "O", "H"], "positions_angstrom": [[1.88, 1.13, -0.26], [-0.78, -0.43, -2.33], [-2.31, -0.43, 1.20], [-0.90, -1.95, -0.26], [-1.49, 0.84, -1.06], [-1.46, -0.99, 2.50], [2.44, 0.50, -0.88], [0.00, -2.43, 1.34], [-0.19, 1.42, -2.29], [-0.36, 1.00, 1.37], [-0.76, 0.52, -1.83], [-0.32, -1.51, 0.66], [-1.22, -0.54, 1.56], [0.61, 0.40, 0.07], [1.66, 2.14, -0.78], [0.85, -0.96, 0.32], [2.33, 1.28, 0.68]], "mulliken_charge": [-0.90, 0.29, 0.28, 0.22, 0.27, 0.41, 0.39, 0.32, 0.26, 0.01, -0.31, -0.33, -0.45, 0.11, 0.29, -0.24, 0.38]}

C) {"formula": "C4H10NOS", "method": "the ωB97M-V functional and the def2-TZVPD basis", "gap_ev": 8.70, "total_charge": 1, "symbols": ["H", "H", "H", "H", "H", "C", "H", "S", "C", "H", "O", "H", "C", "H", "H", "N", "C"], "positions_angstrom": [[-3.71, -0.31, -0.63], [-2.75, -1.89, -0.62], [-3.24, -0.76, 1.01], [1.43, -0.37, 2.10], [-0.16, 0.25, 1.54], [-2.82, -0.83, -0.09], [1.14, 1.41, 1.75], [1.89, -1.46, -0.09], [1.44, 1.25, -0.82], [2.43, -1.52, -1.31], [-0.69, -0.62, -0.76], [2.26, 0.88, -1.59], [0.89, 0.45, 1.50], [0.64, 1.36, -1.50], [1.63, 2.14, -0.33], [-1.64, -0.04, -0.23], [1.26, 0.07, 0.09]], "mulliken_charge": [0.29, 0.34, 0.32, 0.39, 0.32, -0.68, 0.43, -0.04, -1.14, 0.22, -0.19, 0.28, -1.28, 0.36, 0.38, 0.01, 1.01]}

In terms of stability, C) leads; the second structure lies 0.0315 hartree higher.

A) {"formula": "C2H3ClF2S", "method": "the ωB97M-V functional and the def2-TZVPD basis", "smiles": "FC(F)[C@H](S)Cl", "gap_ev": 10.41, "total_charge": 0, "symbols": ["C", "H", "H", "F", "H", "F", "S", "C", "Cl"], "positions_angstrom": [[0.49, 0.40, 0.54], [1.41, 0.41, -1.48], [-1.30, -1.22, 0.81], [-0.58, -1.06, -1.17], [0.27, 0.94, 1.43], [-1.90, 0.47, -0.34], [1.01, 1.49, -0.73], [-0.99, -0.48, 0.00], [1.58, -0.94, 0.94]], "mulliken_charge": [-0.37, 0.17, 0.28, -0.23, 0.37, -0.22, -0.14, 0.28, -0.14]}

B) {"formula": "C2H3ClF2S", "method": "the ωB97M-V functional and the def2-TZVPD basis", "smiles": "FC(F)(Cl)CS", "gap_ev": 10.35, "total_charge": 0, "symbols": ["H", "H", "S", "Cl", "F", "F", "C", "H", "C"], "positions_angstrom": [[0.59, -1.47, 0.47], [1.14, 1.48, 0.71], [2.01, 0.44, 0.49], [-2.08, -1.15, 0.28], [-1.27, 0.63, -1.26], [-0.95, 1.18, 0.74], [0.62, -0.56, -0.13], [0.80, -0.65, -1.29], [-0.85, 0.10, -0.02]], "mulliken_charge": [0.34, 0.17, -0.21, -0.15, -0.25, -0.22, -0.69, 0.32, 0.69]}

In terms of stability, B) leads; the second structure lies 0.0095 hartree higher.

A) {"formula": "C3H7NOS2", "method": "the ωB97M-V functional and the def2-TZVPD basis", "gap_ev": 8.44, "total_charge": 0, "symbols": ["H", "H", "C", "N", "H", "S", "C", "H", "O", "H", "H", "S", "C", "H"], "positions_angstrom": [[-1.68, 1.24, -1.13], [-0.91, -0.21, -2.01], [0.40, 0.49, -0.47], [0.06, 1.10, 1.07], [-2.10, -0.18, 1.11], [3.13, -0.39, -0.26], [-1.12, 0.27, -1.08], [0.08, -1.74, 0.47], [1.01, -1.66, 0.44], [1.34, 1.02, 1.46], [0.84, 1.36, -0.87], [-2.01, -0.90, -0.05], [1.41, -0.65, -0.27], [-0.44, 0.26, 1.58]], "mulliken_charge": [0.33, 0.36, -0.40, -0.60, 0.16, -0.22, -0.45, 0.29, -0.36, 0.33, 0.37, -0.28, 0.25, 0.22]}

B) {"formula": "C3H7NOS2", "method": "the ωB97M-V functional and the def2-TZVPD basis", "smiles": "N[C@H](C=O)CSS", "gap_ev": 9.60, "total_charge": 0, "symbols": ["S", "N", "S", "C", "H", "H", "C", "H", "H", "C", "H", "H", "O", "H"], "positions_angstrom": [[3.31, 0.72, 0.00], [-0.50, 0.68, -1.11], [2.01, -0.97, -0.11], [0.46, -0.46, 0.78], [-0.81, -1.33, -0.60], [0.41, -1.20, 1.59], [-1.93, -0.17, 0.72], [3.02, 1.22, -1.22], [0.13, 0.45, -1.83], [-0.75, -0.36, -0.14], [-1.38, 0.91, -1.66], [-1.85, -0.72, 1.70], [-2.76, 0.74, 0.59], [0.64, 0.49, 1.29]], "mulliken_charge": [-0.19, -0.65, -0.09, -1.06, 0.24, 0.44, -0.04, 0.16, 0.23, 0.52, 0.24, 0.28, -0.48, 0.41]}

In terms of stability, B) leads; the second structure lies 0.0865 hartree higher.

A) {"formula": "C3H7NOS2", "method": "the ωB97M-V functional and the def2-TZVPD basis", "smiles": "N[C@H](C=O)CSS", "gap_ev": 9.60, "total_charge": 0, "symbols": ["C", "H", "C", "N", "H", "H", "H", "C", "H", "O", "H", "H", "S", "S"], "positions_angstrom": [[0.26, -0.92, 1.72], [-1.71, 0.16, 0.33], [-0.77, 0.22, -0.23], [1.65, 0.09, -0.06], [-0.77, -0.68, -0.83], [0.46, 1.14, 1.31], [2.40, 0.54, 0.43], [0.43, 0.23, 0.72], [-0.48, -0.80, 2.53], [1.01, -1.86, 1.74], [1.94, -0.88, -0.07], [-1.41, 0.20, -3.48], [-2.23, 0.93, -2.71], [-0.79, 1.62, -1.39]], "mulliken_charge": [-0.11, 0.46, -0.88, -0.61, 0.40, 0.40, 0.25, 0.05, 0.37, -0.47, 0.28, 0.17, -0.23, -0.08]}

B) {"formula": "C3H7NOS2", "method": "the ωB97M-V functional and the def2-TZVPD basis", "smiles": "CCC(=O)N(S)S", "gap_ev": 9.32, "total_charge": 0, "symbols": ["H", "H", "H", "C", "C", "C", "S", "N", "H", "H", "H", "S", "O", "H"], "positions_angstrom": [[-3.68, -0.94, -1.01], [2.30, 0.07, 0.63], [0.91, -0.47, 1.54], [0.49, -0.07, -0.67], [-0.77, -0.85, -0.53], [1.43, -0.47, 0.51], [-2.13, 1.72, -0.41], [-2.03, 0.12, 0.17], [-2.30, 2.02, 0.86], [0.13, 0.98, -0.59], [1.10, -0.40, -1.51], [-3.49, -0.86, 0.44], [-1.14, -1.94, -0.76], [1.57, -1.47, 0.26]], "mulliken_charge": [0.14, 0.36, 0.28, -0.18, 0.60, -1.18, -0.18, -0.29, 0.15, 0.24, 0.27, -0.13, -0.44, 0.36]}

C) {"formula": "C3H7NOS2", "method": "the ωB97M-V functional and the def2-TZVPD basis", "smiles": "O=CNCCSS", "gap_ev": 10.02, "total_charge": 0, "symbols": ["H", "H", "S", "S", "H", "C", "H", "H", "H", "H", "C", "C", "N", "O"], "positions_angstrom": [[-1.17, 1.26, -1.15], [1.98, -2.09, 0.78], [2.21, -1.00, 1.54], [1.49, 0.51, 0.45], [-0.37, 1.72, 0.82], [-0.24, 0.67, 1.09], [-2.93, -1.06, -1.43], [-0.66, -1.20, 0.18], [-2.03, -0.53, 0.93], [-0.23, 0.55, 2.17], [-1.18, -0.24, 0.33], [-2.47, -0.13, -1.80], [-1.57, 0.37, -0.92], [-2.74, 0.39, -2.86]], "mulliken_charge": [0.22, 0.14, -0.22, -0.01, 0.36, -1.00, 0.31, 0.21, 0.37, 0.40, -0.16, 0.03, -0.10, -0.56]}

In terms of stability, C) leads; the second structure lies 0.0173 hartree higher.

A) {"formula": "C3H7NOS2", "method": "the ωB97M-V functional and the def2-TZVPD basis", "smiles": "O=CNCCSS", "gap_ev": 9.54, "total_charge": 0, "symbols": ["H", "N", "S", "H", "H", "H", "H", "C", "S", "H", "C", "H", "C", "O"], "positions_angstrom": [[1.46, -0.45, 0.42], [0.68, 1.19, -0.61], [-1.05, -1.57, 2.00], [-1.10, 1.34, -1.90], [-0.66, 0.71, 1.37], [0.44, -0.94, -1.10], [1.44, 1.80, -0.42], [-0.72, -0.15, 0.74], [-0.23, -3.29, 1.19], [-1.62, 0.12, 0.15], [-0.13, 1.83, -1.60], [0.90, -3.25, 1.91], [0.50, -0.30, -0.16], [0.09, 2.95, -1.99]], "mulliken_charge": [0.31, -0.20, -0.09, 0.26, 0.40, 0.27, 0.22, -0.58, -0.22, 0.34, 0.09, 0.17, -0.45, -0.52]}

B) {"formula": "C3H7NOS2", "method": "the ωB97M-V functional and the def2-TZVPD basis", "smiles": "COCSNC=S", "gap_ev": 8.96, "total_charge": 0, "symbols": ["N", "H", "C", "H", "H", "C", "S", "H", "H", "C", "H", "H", "S", "O"], "positions_angstrom": [[1.42, 0.95, 0.42], [3.02, 0.65, 1.56], [-0.25, -0.71, -0.72], [-2.19, 0.90, -0.34], [-0.65, -1.25, -1.65], [-2.38, -0.08, 0.08], [0.42, 0.93, -1.04], [-2.93, -0.08, 1.05], [-3.01, -0.57, -0.65], [2.65, 0.44, 0.57], [0.98, 1.47, 1.18], [0.64, -1.29, -0.36], [3.48, -0.59, -0.43], [-1.19, -0.79, 0.32]], "mulliken_charge": [-0.23, 0.29, -0.24, 0.32, 0.34, -0.63, -0.01, 0.22, 0.29, -0.12, 0.29, 0.10, -0.29, -0.33]}

In terms of stability, A) leads; the second structure lies 0.0246 hartree higher.

A) {"formula": "C3H7NOS2", "method": "the ωB97M-V functional and the def2-TZVPD basis", "gap_ev": [4.70, 4.69], "total_charge": 0, "symbols": ["H", "C", "S", "S", "H", "H", "H", "H", "H", "N", "H", "C", "O", "C"], "positions_angstrom": [[1.60, -0.34, -2.05], [2.17, 0.00, -1.14], [1.46, -0.73, 0.37], [2.47, 2.77, -0.18], [-2.60, -1.89, 0.28], [-4.12, -1.21, 1.08], [-2.80, -1.76, 2.02], [2.28, 1.09, -1.11], [2.79, 3.36, -1.27], [-0.03, 0.11, 0.24], [3.14, -0.48, -1.03], [-2.97, -1.20, 1.07], [-2.29, 0.16, 1.00], [-1.10, 0.12, 0.74]], "mulliken_charge": [0.25, -0.57, 0.11, -0.70, 0.32, 0.27, 0.31, 0.03, 0.00, -0.03, 0.33, -0.64, -0.27, 0.58]}

B) {"formula": "C3H7NOS2", "method": "the ωB97M-V functional and the def2-TZVPD basis", "smiles": "NC(=S)SCCO", "gap_ev": 8.68, "total_charge": 0, "symbols": ["H", "H", "C", "N", "H", "H", "O", "H", "H", "C", "H", "S", "S", "C"], "positions_angstrom": [[-0.03, 1.32, -1.92], [-1.65, -0.62, 0.43], [1.54, -1.21, 0.55], [0.84, -0.69, 1.54], [1.16, -0.67, 2.60], [-1.76, 0.31, -1.65], [-2.06, 0.42, 0.56], [0.07, 0.06, 1.11], [-1.50, 1.83, -0.72], [-1.40, 0.84, -0.65], [1.06, 1.02, -0.35], [2.76, -2.36, 0.61], [0.88, -0.98, -1.16], [0.09, 0.74, -0.96]], "mulliken_charge": [0.34, 0.39, 0.24, -0.37, 0.25, 0.23, -0.53, 0.29, 0.42, -0.44, 0.50, -0.32, -0.01, -1.01]}

In terms of stability, B) leads; the second structure lies 0.1133 hartree higher.

A) {"formula": "C4H5ClN2", "method": "the ωB97M-V functional and the def2-TZVPD basis", "gap_ev": 9.25, "total_charge": 0, "symbols": ["H", "H", "H", "C", "N", "C", "C", "N", "C", "H", "Cl", "H"], "positions_angstrom": [[0.54, -2.70, 1.31], [0.94, 1.09, -0.83], [-0.31, -0.27, 1.97], [-0.18, 1.07, -0.82], [-0.60, -2.33, -0.58], [-0.11, -2.05, 0.71], [-0.48, -0.78, 1.06], [-1.27, -1.39, -1.05], [-1.25, -0.31, -0.06], [-0.48, 0.75, -1.91], [-2.74, 0.57, 0.15], [-0.77, 1.81, -0.32]], "mulliken_charge": [0.41, 0.30, 0.40, -0.97, -0.31, -0.48, -0.12, -0.27, 0.51, 0.30, -0.17, 0.39]}

B) {"formula": "C4H5ClN2", "method": "the ωB97M-V functional and the def2-TZVPD basis", "smiles": "N#C[C@]1(N)C[C@H]1Cl", "gap_ev": 9.97, "total_charge": 0, "symbols": ["N", "H", "C", "Cl", "N", "C", "H", "H", "C", "H", "C", "H"], "positions_angstrom": [[-0.90, 1.23, 0.74], [-0.52, 1.79, 1.40], [-0.25, -0.04, 0.66], [2.01, 0.86, -0.97], [0.11, -1.11, 2.96], [1.11, -0.42, -0.20], [1.89, -0.91, 0.43], [-0.55, -1.90, -0.52], [-0.20, -0.67, 1.94], [-0.68, 1.69, -0.14], [-0.25, -0.87, -0.62], [-0.42, -0.15, -1.41]], "mulliken_charge": [-0.63, 0.27, 0.58, -0.17, -0.44, -0.14, 0.37, 0.31, -0.04, 0.27, -0.65, 0.28]}

C) {"formula": "C4H5ClN2", "method": "the ωB97M-V functional and the def2-TZVPD basis", "smiles": "Cl/C=C1/CNC=N1", "gap_ev": 9.15, "total_charge": 0, "symbols": ["N", "Cl", "C", "H", "C", "H", "H", "C", "H", "H", "C", "N"], "positions_angstrom": [[-0.79, 1.02, -0.42], [0.47, 2.69, 2.00], [-1.19, 0.15, -1.24], [0.41, -1.35, 1.05], [0.92, 1.18, 1.22], [1.46, -1.05, -0.46], [-1.28, -2.06, -1.05], [0.27, 0.63, 0.31], [-1.87, 0.23, -2.07], [1.68, 0.66, 1.60], [0.53, -0.93, 0.04], [-0.60, -1.18, -0.97]], "mulliken_charge": [-0.54, -0.18, -0.05, 0.31, -0.34, 0.28, 0.26, 0.22, 0.40, 0.42, -0.41, -0.38]}

In terms of stability, B) leads; the second structure lies 0.0094 hartree higher.

A) {"formula": "C7H11NO", "method": "the ωB97M-V functional and the def2-TZVPD basis", "smiles": "C=C1OCC[C@@]2(N)C[C@H]12", "gap_ev": 9.47, "total_charge": 0, "symbols": ["H", "H", "C", "O", "C", "C", "H", "H", "H", "H", "C", "N", "C", "H", "H", "H", "C", "H", "C", "H"], "positions_angstrom": [[-1.29, -1.69, -1.72], [-2.01, 1.21, -0.73], [-1.33, 1.10, 0.13], [1.15, 1.31, 0.34], [0.24, -0.56, -0.82], [-0.93, -0.38, 0.12], [-1.77, 1.44, 1.10], [-1.53, -1.01, 1.93], [-0.07, 2.91, 0.02], [0.09, 1.96, -1.32], [2.45, -0.75, 0.25], [-0.60, -0.93, 1.48], [-0.85, -1.59, -0.78], [3.33, -0.37, 0.80], [2.60, -1.68, -0.28], [-0.79, -2.52, -0.16], [-0.07, 1.89, -0.25], [0.04, -0.12, -1.84], [1.46, 0.04, -0.20], [-0.13, -0.24, 1.95]], "mulliken_charge": [0.32, 0.29, -0.60, -0.40, -0.24, 0.84, 0.34, 0.25, 0.43, 0.32, -0.87, -0.72, -0.89, 0.30, 0.28, 0.28, -0.64, 0.16, 0.27, 0.30]}

B) {"formula": "C7H11NO", "method": "the ωB97M-V functional and the def2-TZVPD basis", "gap_ev": [8.20, 6.38], "total_charge": 0, "symbols": ["O", "H", "C", "H", "C", "C", "H", "H", "H", "C", "H", "C", "H", "H", "H", "N", "C", "H", "C", "H"], "positions_angstrom": [[0.15, 0.42, 0.05], [1.96, -2.39, -1.70], [1.53, -1.50, -1.24], [-0.54, 1.25, 2.99], [-1.09, 1.25, 2.00], [-0.67, -2.86, -1.03], [-0.31, -3.81, -0.69], [-0.82, -2.85, -2.09], [0.94, 2.00, -1.62], [-0.24, 1.45, 0.85], [2.11, -0.66, -1.06], [0.99, 2.73, -0.78], [-1.79, 2.00, 2.13], [-1.50, 0.22, 1.87], [0.51, 3.57, 1.05], [-0.33, -0.84, 0.13], [0.25, -1.67, -0.77], [-1.63, -2.65, -0.63], [0.35, 2.72, 0.45], [1.59, 3.57, -1.01]], "mulliken_charge": [0.03, 0.26, -0.99, 0.24, -1.07, -1.10, 0.29, 0.30, 0.26, 0.80, 0.38, -0.79, 0.35, 0.36, 0.37, -0.58, 0.70, 0.35, -0.46, 0.29]}

C) {"formula": "C7H11NO", "method": "the ωB97M-V functional and the def2-TZVPD basis", "smiles": "C[C@@H]1C(=O)N[C@@H]2C[C@]12C", "gap_ev": 9.98, "total_charge": 0, "symbols": ["C", "H", "H", "H", "H", "O", "H", "C", "H", "H", "N", "H", "C", "H", "C", "C", "H", "C", "C", "H"], "positions_angstrom": [[1.98, 0.60, -0.56], [-1.33, -2.69, -0.21], [-0.53, 0.80, -1.57], [1.95, 1.68, -0.38], [-0.19, -0.94, 1.91], [-2.77, -0.56, -0.05], [-1.37, 1.70, 1.40], [0.68, -0.94, 1.22], [2.84, 0.16, -0.05], [1.54, -1.25, 1.78], [-0.86, -1.76, -0.56], [1.30, -2.12, -0.59], [0.54, -1.51, -0.20], [-0.85, 2.78, 0.17], [-0.56, 0.64, -0.45], [-1.28, 1.81, 0.32], [-2.31, 1.79, -0.13], [0.72, -0.04, -0.02], [-1.59, -0.55, -0.38], [2.07, 0.39, -1.66]], "mulliken_charge": [-1.49, 0.31, 0.30, 0.36, 0.22, -0.61, 0.29, -0.99, 0.39, 0.32, -0.31, 0.39, -0.30, 0.38, 0.29, -1.24, 0.35, 0.97, 0.07, 0.31]}

In terms of stability, C) leads; the second structure lies 0.1129 hartree higher.